Density functional theory data (ωB97M-V/def2-TZVPD) for C42H42O3P2Pt as an isolated structure at a distorted geometry.

Each line ends with the Mulliken spin population.
Positions of all 90 atoms, in Å:
Pt (-1.079, 1.300, 0.582)  1.209
C (0.954, -2.428, 3.267)  0.021
C (1.867, -2.175, 2.310)  0.025
C (2.098, -3.082, 1.134)  -0.002
C (1.066, -3.067, -0.038)  0.000
C (-0.388, -2.952, 0.316)  0.163
C (-1.007, -3.499, 1.382)  0.152
C (-0.409, -4.430, 2.379)  0.017
C (0.493, -3.861, 3.497)  0.025
C (-1.214, -0.021, 2.098)  0.261
H (0.829, -1.814, 4.174)  0.003
H (2.477, -1.261, 2.331)  0.006
H (2.253, -4.127, 1.436)  0.002
H (3.048, -2.759, 0.684)  -0.003
H (1.291, -2.176, -0.653)  0.001
H (1.293, -3.963, -0.667)  0.029
H (-0.975, -2.394, -0.423)  0.010
H (-1.984, -3.098, 1.687)  0.010
H (0.163, -5.196, 1.843)  0.011
H (-1.278, -4.886, 2.885)  0.006
H (-0.101, -3.868, 4.419)  -0.006
H (1.282, -4.628, 3.660)  0.003
H (-0.243, -0.101, 2.616)  -0.036
H (-1.622, -1.041, 1.945)  -0.043
H (-1.947, 0.651, 2.625)  0.070
P (1.500, 3.160, -2.552)  0.247
P (-0.908, 2.246, -3.495)  0.281
C (1.705, 1.961, -3.903)  -0.022
C (0.508, 1.477, -4.345)  0.005
C (2.737, 4.442, -3.011)  0.051
C (3.833, 4.184, -3.847)  0.022
C (4.710, 5.212, -4.206)  0.002
C (4.552, 6.497, -3.686)  0.009
C (3.522, 6.731, -2.767)  0.000
C (2.611, 5.724, -2.438)  0.029
C (2.309, 2.337, -1.138)  0.104
C (1.518, 1.483, -0.360)  -0.019
C (2.052, 0.835, 0.727)  -0.106
C (3.449, 0.890, 0.947)  0.028
C (4.242, 1.761, 0.186)  -0.004
C (3.663, 2.516, -0.830)  0.027
C (-1.591, 3.187, -4.968)  0.077
C (-0.898, 4.294, -5.501)  0.023
C (-1.393, 4.959, -6.629)  -0.008
C (-2.575, 4.542, -7.251)  0.023
C (-3.244, 3.427, -6.737)  -0.009
C (-2.763, 2.760, -5.605)  0.016
C (-2.059, 0.839, -3.317)  0.057
C (-3.259, 1.090, -2.622)  0.069
C (-4.179, 0.063, -2.422)  -0.001
C (-3.920, -1.216, -2.931)  0.023
C (-2.746, -1.457, -3.647)  -0.004
C (-1.804, -0.443, -3.824)  0.020
H (2.680, 1.700, -4.325)  0.002
H (0.368, 0.772, -5.170)  0.004
H (4.014, 3.172, -4.204)  0.000
H (5.531, 4.989, -4.885)  0.001
H (5.228, 7.300, -3.993)  0.000
H (3.441, 7.712, -2.302)  0.000
H (1.812, 5.925, -1.721)  0.002
H (0.438, 1.298, -0.618)  0.061
H (1.316, 0.349, 1.381)  0.035
H (3.972, 0.261, 1.666)  0.002
H (5.313, 1.896, 0.361)  0.001
H (4.230, 3.256, -1.394)  0.006
H (0.037, 4.619, -5.036)  0.005
H (-0.849, 5.817, -7.022)  0.000
H (-2.952, 5.075, -8.131)  0.001
H (-4.151, 3.080, -7.227)  0.001
H (-3.313, 1.893, -5.234)  0.005
H (-3.445, 2.079, -2.196)  -0.005
H (-5.098, 0.258, -1.871)  0.001
H (-4.634, -2.025, -2.782)  0.001
H (-2.549, -2.433, -4.088)  0.001
H (-0.876, -0.629, -4.357)  0.002
O (-3.306, -5.292, 6.243)  0.331
C (-2.659, -4.995, 7.300)  0.086
C (-2.606, -5.862, 8.452)  0.200
C (-1.832, -5.554, 9.554)  -0.090
C (-1.183, -4.309, 9.631)  0.288
C (-1.231, -3.407, 8.559)  -0.038
C (-1.909, -3.738, 7.396)  0.180
C (-1.727, -2.882, 6.177)  -0.004
O (-0.985, -1.904, 6.197)  0.040
O (-2.364, -3.306, 5.076)  0.000
H (-2.891, -4.166, 5.371)  -0.008
H (-3.161, -6.794, 8.387)  0.002
H (-1.755, -6.286, 10.368)  0.000
H (-0.610, -4.057, 10.519)  0.012
H (-0.736, -2.435, 8.602)  0.005

* E_tot: -72178.386 eV
* frontier orbital gap (alpha / beta): 7.15 / 3.18 eV
* 2S+1: 5
* maximum force: 0.0526 hartree/bohr
* ΔE to the lowest compared entry with this formula, charge and spin: 80.0 kcal per mole
* E_LUMO (alpha / beta): -5.69 / -9.60 eV
* ⟨S²⟩: 6.058
* net charge: +2
* HOMO energy (alpha / beta): -12.8 / -12.8 eV


Density functional theory data (ωB97M-V/def2-TZVPD) for C42H43AsN7S2Sn as an isolated structure at a distorted geometry.

Each line ends with the Löwdin charge.
Positions of all 96 atoms, in Å:
Sn (-0.136, 0.256, -1.464)  1.224
N (-0.598, -1.208, 3.123)  0.152
C (-0.217, -0.296, 4.120)  -0.225
C (-0.320, -0.648, 5.458)  0.010
C (0.060, 0.250, 6.445)  -0.033
C (0.540, 1.503, 6.106)  -0.043
C (0.637, 1.871, 4.771)  -0.079
C (0.260, 0.971, 3.792)  -0.409
S (0.511, 1.391, 2.071)  0.971
N (-0.298, 0.168, 1.244)  -0.330
C (-0.693, -0.923, 1.811)  -0.342
C (-1.297, -1.949, 0.937)  -0.211
C (-2.216, -2.869, 1.433)  0.024
C (-2.707, -3.854, 0.590)  0.003
C (-2.245, -3.905, -0.716)  0.003
C (-1.370, -2.918, -1.140)  -0.128
N (-0.922, -1.950, -0.348)  0.003
H (-0.850, -2.130, 3.452)  0.154
H (-0.683, -1.627, 5.731)  0.126
H (-0.012, -0.038, 7.482)  0.124
H (0.858, 2.193, 6.872)  0.122
H (1.024, 2.838, 4.488)  0.117
H (-2.584, -2.800, 2.445)  0.127
H (-3.431, -4.567, 0.948)  0.131
H (-2.572, -4.680, -1.390)  0.127
H (-1.004, -2.896, -2.160)  0.104
C (4.757, -0.992, -0.014)  -0.027
C (3.428, -0.707, -0.408)  -0.227
N (2.351, -0.473, -0.736)  0.072
H (5.221, -1.655, -0.746)  0.110
H (4.768, -1.484, 0.958)  0.107
H (5.338, -0.072, 0.058)  0.108
S (-1.847, -0.272, -3.517)  0.634
C (-0.672, -0.123, -4.697)  -0.805
N (-1.015, -0.330, -6.005)  0.101
C (-0.113, -0.245, -6.995)  0.001
C (1.190, 0.060, -6.685)  0.013
C (1.488, 0.275, -5.329)  -0.063
N (0.593, 0.188, -4.371)  0.012
H (-1.988, -0.560, -6.203)  0.169
H (-0.456, -0.422, -8.007)  0.156
H (1.946, 0.130, -7.450)  0.127
H (2.492, 0.522, -5.013)  0.132
C (-3.401, 7.348, 4.461)  -0.018
C (-2.779, 6.354, 3.546)  -0.224
C (-1.829, 6.728, 2.600)  0.020
C (-1.253, 5.821, 1.723)  -0.269
C (-0.166, 6.298, 0.809)  -0.031
C (-1.704, 4.491, 1.763)  -0.243
As (-1.081, 3.208, 0.401)  1.373
N (-2.016, 2.000, -0.381)  -0.229
C (-3.299, 1.542, -0.160)  -0.384
C (-3.638, 0.247, -0.575)  -0.068
C (-4.926, -0.228, -0.467)  -0.054
C (-5.925, 0.597, 0.031)  -0.042
C (-5.618, 1.896, 0.410)  -0.044
C (-4.321, 2.366, 0.334)  -0.046
C (-0.193, 3.889, -1.221)  -0.281
C (1.151, 3.682, -1.529)  -0.315
C (2.118, 3.005, -0.607)  -0.080
C (1.649, 4.172, -2.731)  0.003
C (0.856, 4.892, -3.611)  -0.241
C (1.434, 5.474, -4.856)  -0.025
C (-0.476, 5.098, -3.269)  0.018
C (-1.026, 4.601, -2.098)  -0.275
C (-2.474, 4.856, -1.803)  -0.039
C (-2.559, 4.059, 2.787)  -0.281
C (-2.880, 2.617, 3.031)  -0.049
C (-3.101, 5.003, 3.642)  0.014
H (-2.916, 8.317, 4.390)  0.089
H (-3.355, 7.000, 5.492)  0.097
H (-4.455, 7.471, 4.209)  0.103
H (-1.507, 7.759, 2.556)  0.134
H (0.382, 7.105, 1.291)  0.100
H (-0.582, 6.692, -0.119)  0.099
H (0.538, 5.496, 0.584)  0.062
H (-2.855, -0.373, -1.006)  0.020
H (-5.161, -1.231, -0.787)  0.115
H (-6.938, 0.235, 0.102)  0.119
H (-6.406, 2.546, 0.759)  0.122
H (-4.077, 3.388, 0.620)  0.110
H (1.628, 2.661, 0.304)  -0.025
H (2.914, 3.697, -0.332)  0.105
H (2.588, 2.151, -1.104)  0.062
H (2.694, 4.021, -2.958)  0.132
H (2.280, 4.886, -5.207)  0.085
H (1.798, 6.481, -4.646)  0.104
H (0.689, 5.554, -5.644)  0.089
H (-1.100, 5.680, -3.930)  0.131
H (-2.885, 5.585, -2.500)  0.098
H (-2.612, 5.243, -0.786)  0.071
H (-3.054, 3.934, -1.904)  0.082
H (-2.379, 1.962, 2.315)  0.029
H (-3.954, 2.442, 2.966)  0.095
H (-2.561, 2.347, 4.037)  0.098
H (-3.778, 4.674, 4.414)  0.138

* E_tot: -142999.807 eV
* frontier orbital gap: 5.66 eV
* maximum force: 0.0286 hartree/bohr
* ΔE to the lowest compared entry with this formula, charge and spin: 10.4 kcal per mole
* E_LUMO: -8.96 eV
* net charge: +3
* HOMO energy: -14.6 eV


Density functional theory data (ωB97M-V/def2-TZVPD) for C42H43BrCsFN11O5S2 as an isolated structure at a distorted geometry.

Each line ends with the Löwdin charge.
Positions of all 106 atoms, in Å:
Cs (1.268, 0.680, -1.469)  1.506
C (3.414, -3.457, -5.110)  -0.021
C (3.015, -2.251, -4.290)  -0.248
N (1.849, -2.035, -3.818)  0.096
N (0.862, -2.925, -3.987)  -0.030
C (-0.419, -2.726, -3.593)  -0.867
N (-1.231, -3.810, -3.751)  0.068
S (-1.026, -1.334, -2.961)  0.666
C (4.054, -1.251, -3.997)  -0.237
C (5.410, -1.592, -4.047)  -0.014
C (6.354, -0.621, -3.756)  -0.050
C (5.923, 0.654, -3.438)  -0.032
C (4.556, 0.895, -3.414)  -0.118
N (3.649, -0.023, -3.680)  0.094
H (2.574, -3.853, -5.680)  0.071
H (3.799, -4.248, -4.463)  0.098
H (4.187, -3.177, -5.821)  0.086
H (1.070, -3.832, -4.414)  0.138
H (-0.971, -4.569, -4.361)  0.099
H (-2.211, -3.636, -3.609)  0.079
H (5.731, -2.593, -4.286)  0.106
H (7.407, -0.863, -3.780)  0.112
H (6.627, 1.440, -3.217)  0.111
H (4.173, 1.875, -3.175)  0.099
C (-2.142, -1.503, 5.639)  -0.059
C (-1.488, -2.329, 4.533)  -0.195
N (-1.398, -1.610, 3.277)  -0.047
C (-0.224, -0.973, 2.966)  0.044
C (-0.001, -0.314, 1.815)  -0.021
C (1.356, 0.296, 1.438)  -0.738
O (2.005, -0.355, 0.616)  -0.259
O (1.631, 1.397, 1.939)  -0.003
C (-1.024, -0.213, 0.803)  -0.335
O (-0.925, 0.430, -0.238)  -0.246
C (-2.247, -0.959, 1.129)  -0.030
C (-3.234, -1.040, 0.153)  0.074
C (-4.414, -1.682, 0.417)  -0.185
F (-5.344, -1.783, -0.574)  0.044
C (-4.679, -2.222, 1.680)  -0.159
C (-3.674, -2.189, 2.632)  0.061
C (-2.425, -1.600, 2.374)  -0.119
N (-5.943, -2.745, 2.044)  -0.104
C (-6.052, -4.153, 2.332)  -0.135
C (-7.227, -4.368, 3.285)  -0.091
N (-8.457, -3.825, 2.647)  0.055
C (-8.300, -2.379, 2.329)  -0.087
C (-7.116, -2.238, 1.375)  -0.150
H (-2.184, -2.090, 6.553)  0.079
H (-3.151, -1.204, 5.364)  0.067
H (-1.560, -0.607, 5.832)  0.083
H (-2.038, -3.260, 4.370)  0.115
H (-0.475, -2.598, 4.841)  0.126
H (0.546, -1.031, 3.722)  0.152
H (-3.035, -0.600, -0.812)  0.086
H (-3.898, -2.607, 3.599)  0.107
H (-5.133, -4.500, 2.801)  0.137
H (-6.209, -4.754, 1.419)  0.142
H (-7.055, -3.827, 4.215)  0.143
H (-7.365, -5.426, 3.509)  0.141
H (-9.276, -3.981, 3.244)  0.192
H (-8.602, -4.324, 1.758)  0.188
H (-8.109, -1.834, 3.253)  0.145
H (-9.215, -1.997, 1.873)  0.142
H (-6.970, -1.185, 1.139)  0.147
H (-7.342, -2.770, 0.435)  0.136
C (1.939, 3.975, -3.922)  -0.089
O (2.331, 3.402, -2.695)  -0.165
C (2.998, 4.197, -1.811)  -0.207
C (3.372, 5.504, -2.070)  -0.060
C (4.086, 6.204, -1.107)  -0.666
Br (4.622, 7.987, -1.504)  0.732
C (4.427, 5.640, 0.096)  -0.074
C (4.049, 4.319, 0.378)  -0.056
C (3.332, 3.591, -0.578)  -0.170
O (2.982, 2.284, -0.476)  -0.202
C (4.539, 3.777, 1.642)  -0.248
N (5.613, 4.273, 2.212)  0.169
C (5.817, 3.534, 3.341)  -0.227
C (6.811, 3.612, 4.313)  -0.019
C (6.752, 2.718, 5.358)  -0.107
C (5.741, 1.757, 5.450)  -0.108
C (4.750, 1.653, 4.496)  -0.025
C (4.799, 2.554, 3.442)  -0.185
N (4.006, 2.729, 2.344)  0.178
H (2.800, 4.326, -4.501)  0.101
H (1.241, 4.803, -3.769)  0.105
H (1.436, 3.187, -4.478)  0.027
H (3.123, 5.984, -3.001)  0.097
H (5.006, 6.172, 0.834)  0.107
H (2.916, 1.999, 0.449)  0.051
H (7.593, 4.350, 4.237)  0.108
H (7.503, 2.752, 6.136)  0.097
H (5.743, 1.076, 6.291)  0.095
H (3.972, 0.904, 4.559)  0.104
H (3.118, 2.241, 2.198)  0.098
S (-1.094, 2.573, -5.172)  0.679
C (-2.136, 2.094, -4.001)  -0.890
N (-2.926, 0.976, -4.259)  0.032
C (-3.897, 0.579, -3.427)  -0.107
C (-4.107, 1.273, -2.271)  -0.066
C (-3.223, 2.350, -2.007)  -0.113
N (-2.299, 2.737, -2.827)  0.082
H (-2.718, 0.480, -5.117)  0.125
H (-4.482, -0.282, -3.720)  0.130
H (-4.896, 1.011, -1.588)  0.094
H (-3.309, 2.907, -1.082)  0.120

* E_tot: -165853.550 eV
* frontier orbital gap: 5.18 eV
* maximum force: 0.0891 hartree/bohr
* ΔE to the lowest compared entry with this formula, charge and spin: 62.7 kcal per mole
* E_LUMO: -3.37 eV
* net charge: +1
* HOMO energy: -8.6 eV